# 1
{
  "formula": "H16O8",
  "method": "wB97M-V/def2-TZVPD",
  "e_above_lowest_kj_mol": 387.3,
  "energy_ha": -611.4351,
  "smiles": "O.O.O.O.O.O.O.O",
  "mol_weight_da": 144.12,
  "e_homo_ev": -10.23,
  "total_charge": 0,
  "gap_ev": 10.220,
  "species": ["O", "H", "H", "O", "H", "H", "O", "H", "H", "O", "H", "H", "O", "H", "H", "O", "H", "H", "O", "H", "H", "O", "H", "H"],
  "xyz": [[-0.704, -0.992, -2.264], [-0.490, -0.099, -1.969], [-1.666, -0.996, -2.320], [-2.701, 0.320, 0.374], [-1.974, -0.222, 0.701], [-2.937, 0.874, 1.126], [3.073, 1.770, -0.390], [3.594, 1.071, 0.022], [2.945, 1.465, -1.295], [2.798, -2.086, -1.261], [3.339, -1.290, -1.302], [3.229, -2.628, -0.591], [-0.375, 3.336, 0.508], [-0.072, 3.578, -0.374], [-1.217, 2.893, 0.353], [-4.450, -0.464, -0.672], [-3.560, -0.831, -0.702], [-4.310, 0.489, -0.636], [-0.110, -2.603, 2.297], [0.456, -2.753, 1.532], [0.507, -2.396, 3.008], [1.539, 0.334, 0.937], [0.855, 0.337, 1.616], [2.234, 0.894, 1.301]],
  "forces_ev_per_angstrom": [[-0.2, 0.1, 0.1], [0.1, -0.1, 0.0], [0.1, 0.0, -0.1], [2.7, 1.3, 1.6], [0.3, 0.0, 0.1], [0.0, -0.1, 0.1], [0.8, 0.3, -0.4], [0.1, 0.1, -0.3], [-0.1, 0.1, 0.1], [0.2, 0.0, 0.1], [-0.1, -0.1, 0.0], [-0.1, 0.0, -0.1], [-0.2, 0.0, -0.1], [0.1, 0.0, 0.1], [0.1, 0.0, 0.0], [-2.0, -0.9, -1.6], [-0.8, 0.2, 0.0], [-0.1, -0.6, -0.2], [0.1, 0.1, 0.0], [-0.1, 0.1, -0.1], [-0.1, 0.0, 0.0], [-0.3, -0.5, 0.7], [0.0, -0.1, 0.0], [-0.5, 0.2, -0.1]]
}



# 2
{
  "formula": "C50H56BCsN15O3",
  "method": "wB97M-V/def2-TZVPD",
  "e_above_lowest_kj_mol": 79.1,
  "energy_ha": -3031.0705,
  "mol_weight_da": 1058.82,
  "e_homo_ev": -2.59,
  "total_charge": -1,
  "gap_ev": 3.963,
  "species": ["Cs", "C", "C", "N", "C", "C", "C", "C", "C", "C", "C", "N", "C", "C", "C", "C", "C", "C", "C", "C", "N", "C", "H", "H", "H", "H", "H", "H", "H", "H", "H", "H", "H", "H", "C", "N", "C", "N", "C", "N", "C", "C", "C", "C", "C", "C", "C", "N", "N", "C", "O", "C", "C", "C", "C", "C", "C", "N", "C", "N", "C", "N", "C", "H", "H", "H", "H", "H", "H", "H", "H", "H", "H", "H", "H", "H", "H", "H", "H", "N", "C", "C", "C", "N", "H", "H", "H", "H", "H", "H", "H", "H", "H", "H", "C", "N", "C", "C", "N", "H", "H", "H", "H", "H", "H", "C", "C", "C", "O", "B", "O", "C", "C", "C", "H", "H", "H", "H", "H", "H", "H", "H", "H", "H", "H", "H"],
  "xyz": [[0.026, 1.251, 1.109], [1.230, 3.117, -3.206], [0.075, 2.898, -2.430], [-0.064, 3.307, -1.196], [0.960, 3.972, -0.599], [2.175, 4.224, -1.291], [2.272, 3.775, -2.628], [3.243, 4.895, -0.656], [3.081, 5.293, 0.645], [1.892, 5.078, 1.346], [0.786, 4.424, 0.782], [-0.347, 4.078, 1.416], [-0.811, 4.713, 2.514], [-0.626, 6.065, 2.821], [-1.211, 6.666, 3.944], [-1.999, 5.962, 4.815], [-2.247, 4.594, 4.549], [-3.068, 3.801, 5.383], [-3.297, 2.492, 5.074], [-2.693, 1.964, 3.916], [-1.921, 2.662, 3.125], [-1.680, 3.965, 3.412], [1.276, 2.758, -4.227], [-0.764, 2.356, -2.864], [3.191, 3.960, -3.173], [4.165, 5.066, -1.198], [3.899, 5.789, 1.159], [1.832, 5.400, 2.377], [-0.025, 6.671, 2.158], [-1.028, 7.721, 4.120], [-2.441, 6.425, 5.689], [-3.512, 4.255, 6.263], [-3.923, 1.862, 5.693], [-2.850, 0.925, 3.643], [-5.530, 1.326, -2.098], [-4.444, 0.796, -1.313], [-3.159, 1.177, -1.289], [-2.491, 0.457, -0.423], [-3.440, -0.368, 0.097], [-4.639, -0.205, -0.422], [-5.369, 1.077, -3.578], [-5.983, 1.934, -4.482], [-5.876, 1.718, -5.848], [-5.144, 0.646, -6.325], [-4.520, -0.213, -5.422], [-4.630, 0.001, -4.052], [-3.776, -1.355, -5.952], [-3.795, -1.813, -7.156], [-2.957, -2.916, -7.172], [-2.489, -3.042, -5.977], [-2.958, -2.079, -5.141], [-1.589, -4.088, -5.490], [-1.441, -5.221, -6.287], [-0.614, -6.247, -5.869], [0.059, -6.142, -4.662], [-0.066, -5.006, -3.869], [0.755, -4.952, -2.603], [0.283, -4.058, -1.578], [-0.872, -4.050, -0.894], [-0.830, -3.157, 0.064], [0.429, -2.634, -0.045], [1.130, -3.147, -1.034], [-0.898, -3.973, -4.285], [-5.620, 2.399, -1.916], [-6.433, 0.852, -1.715], [-2.768, 1.985, -1.889], [-3.233, -1.086, 0.878], [-6.546, 2.784, -4.113], [-6.355, 2.396, -6.542], [-5.041, 0.462, -7.385], [-4.146, -0.671, -3.354], [-1.988, -5.285, -7.217], [-0.506, -7.137, -6.474], [0.695, -6.953, -4.328], [1.768, -4.615, -2.823], [0.839, -5.963, -2.199], [-1.700, -4.699, -1.134], [0.864, -1.931, 0.672], [-1.015, -3.089, -3.668], [-2.263, -2.676, 2.814], [-1.119, -2.353, 3.681], [-1.534, -1.605, 4.940], [-0.392, -0.782, 5.538], [0.077, 0.289, 4.657], [-2.843, -3.385, 3.251], [-1.905, -3.088, 1.955], [-0.412, -1.755, 3.103], [-0.556, -3.252, 3.970], [-1.892, -2.313, 5.699], [-2.372, -0.945, 4.705], [0.432, -1.463, 5.789], [-0.732, -0.350, 6.485], [0.999, 0.075, 4.285], [0.108, 1.177, 5.135], [4.443, -1.488, -2.397], [3.330, -0.605, -2.714], [2.422, -1.053, -3.761], [2.804, 0.091, -1.708], [2.358, 0.707, -0.841], [5.098, -1.566, -3.267], [4.088, -2.485, -2.115], [5.006, -1.074, -1.565], [2.948, -1.053, -4.718], [1.577, -0.371, -3.818], [2.041, -2.053, -3.542], [4.163, -2.186, 4.769], [4.123, -0.975, 3.838], [4.713, 0.234, 4.547], [2.748, -0.712, 3.529], [2.364, -1.310, 2.280], [3.592, -1.788, 1.722], [4.719, -1.271, 2.438], [5.838, -2.301, 2.424], [5.183, -0.005, 1.716], [3.559, -1.965, 5.650], [5.180, -2.422, 5.094], [3.732, -3.057, 4.273], [4.210, 0.369, 5.507], [4.572, 1.141, 3.963], [5.782, 0.098, 4.737], [5.499, -3.260, 2.812], [6.693, -1.962, 3.017], [6.175, -2.452, 1.396], [4.383, 0.734, 1.680], [5.436, -0.272, 0.688], [6.066, 0.439, 2.184]],
  "forces_ev_per_angstrom": [[0.1, -0.7, 0.5], [0.0, 0.0, 0.0], [0.0, 0.0, 0.0], [0.0, 0.1, -0.1], [0.0, 0.1, 0.0], [0.0, 0.0, 0.0], [0.0, 0.0, 0.0], [0.0, 0.0, 0.0], [0.0, 0.0, 0.0], [0.0, 0.0, 0.0], [0.0, 0.1, -0.1], [0.0, 0.4, 0.0], [0.0, 0.0, -0.1], [0.0, 0.0, 0.1], [0.0, 0.0, 0.0], [0.0, 0.0, 0.0], [0.0, 0.0, 0.0], [0.0, 0.0, 0.0], [0.0, 0.0, 0.0], [0.0, 0.1, 0.0], [0.0, 0.1, 0.0], [0.0, 0.1, 0.0], [0.0, 0.0, 0.0], [0.0, 0.0, 0.0], [0.0, 0.0, 0.0], [0.0, 0.0, 0.0], [0.0, 0.0, 0.0], [0.0, 0.0, 0.0], [0.0, 0.0, 0.0], [0.0, 0.0, 0.0], [0.0, 0.0, 0.0], [0.0, 0.0, 0.0], [0.0, 0.0, 0.0], [0.0, 0.0, 0.0], [0.0, 0.1, 0.0], [0.0, 0.1, 0.1], [0.0, 0.1, 0.0], [0.0, -0.1, 0.1], [0.0, -0.1, -0.1], [0.0, 0.0, 0.0], [0.0, 0.0, -0.1], [0.0, 0.0, 0.0], [0.0, 0.0, 0.0], [0.0, 0.0, 0.0], [0.0, 0.0, 0.0], [0.0, 0.0, 0.0], [0.2, -0.1, 0.0], [0.0, 0.0, 0.0], [0.0, 0.0, 0.0], [-0.1, 0.1, 0.0], [-0.1, 0.0, -0.1], [0.0, 0.0, 0.0], [0.0, 0.0, 0.0], [0.0, 0.0, 0.0], [0.0, 0.0, 0.0], [-0.1, 0.0, 0.0], [0.0, -0.1, 0.0], [-0.1, 0.0, -0.1], [0.0, 0.0, -0.1], [0.0, -0.2, 0.0], [-0.1, 0.1, -0.2], [0.0, 0.0, -0.1], [0.0, -0.1, 0.0], [0.0, 0.0, 0.0], [0.0, 0.0, 0.0], [0.0, 0.0, 0.0], [0.0, -0.1, 0.0], [0.0, 0.0, 0.0], [0.0, 0.0, 0.0], [0.0, 0.0, 0.0], [0.0, 0.0, 0.0], [0.0, 0.0, 0.0], [0.0, 0.0, 0.0], [0.0, 0.0, 0.0], [0.0, 0.0, 0.0], [0.0, 0.0, 0.0], [0.0, 0.0, 0.0], [0.1, 0.1, 0.1], [0.0, 0.0, 0.0], [0.0, -0.1, 0.0], [0.0, -0.1, 0.0], [0.0, 0.1, 0.0], [0.1, 0.0, 0.1], [-0.1, -0.2, -0.1], [0.0, 0.0, 0.1], [-0.1, 0.1, 0.0], [0.0, 0.1, 0.0], [0.0, 0.0, 0.0], [0.0, 0.0, 0.0], [0.0, 0.0, -0.1], [0.0, 0.0, 0.0], [0.0, 0.0, 0.0], [0.0, 0.0, 0.0], [0.0, 0.0, 0.0], [0.0, -0.1, 0.0], [0.0, 0.1, -0.1], [0.0, 0.1, 0.1], [-0.1, -0.1, 0.1], [0.1, 0.2, -0.1], [0.0, 0.0, 0.0], [0.0, 0.0, 0.0], [0.0, 0.0, 0.0], [0.0, 0.0, 0.0], [0.0, 0.0, 0.0], [0.0, -0.1, 0.0], [0.0, 0.0, 0.0], [0.0, 0.0, 0.0], [0.0, 0.0, 0.0], [0.0, 0.0, -0.1], [0.2, 0.0, 0.2], [-0.1, 0.0, 0.0], [0.0, 0.1, 0.0], [0.0, 0.0, 0.0], [0.0, 0.0, 0.0], [0.0, 0.0, 0.0], [0.0, 0.0, 0.0], [0.0, 0.0, 0.0], [0.0, 0.0, 0.0], [0.0, 0.0, 0.0], [0.0, 0.0, 0.0], [0.0, 0.0, 0.0], [0.0, 0.0, 0.0], [0.0, 0.0, 0.0], [0.0, 0.0, 0.0], [0.0, 0.0, 0.0], [0.0, 0.0, 0.0]]
}



# 3
{
  "formula": "C3H4S2",
  "method": "wB97M-V/def2-TZVPD",
  "e_above_lowest_kj_mol": 276.7,
  "energy_ha": -912.9551,
  "mol_weight_da": 104.20,
  "e_homo_ev": [-9.10, -8.78],
  "total_charge": 0,
  "gap_ev": [6.876, 6.842],
  "species": ["C", "C", "C", "S", "S", "H", "H", "H", "H"],
  "xyz": [[-0.771, -0.499, 1.425], [-0.319, 0.479, -0.817], [0.059, 0.247, 0.603], [-0.150, -0.883, 2.999], [-1.538, -0.744, -1.326], [-1.597, -1.209, 1.358], [-0.717, 1.492, -1.044], [0.533, 0.302, -1.434], [0.919, 0.660, 1.109]],
  "forces_ev_per_angstrom": [[2.1, -0.8, 1.8], [-0.7, 0.4, -0.1], [-2.5, -0.8, 0.7], [0.0, 0.5, -0.1], [-0.1, -0.1, -0.3], [-0.3, 1.0, -1.5], [0.5, -0.5, 0.4], [0.8, 0.0, -0.6], [0.2, 0.2, -0.3]]
}



# 4
{
  "formula": "C13H24N4O2",
  "method": "wB97M-V/def2-TZVPD",
  "e_above_lowest_kj_mol": 5.8,
  "energy_ha": -879.3321,
  "smiles": "CCCCn1c(N)c(NCCC(C)C)c(=O)[nH]c1=O",
  "mol_weight_da": 268.36,
  "e_homo_ev": -8.08,
  "total_charge": 0,
  "gap_ev": 8.736,
  "species": ["C", "C", "C", "C", "N", "C", "N", "C", "N", "C", "C", "C", "C", "C", "C", "O", "N", "C", "O", "H", "H", "H", "H", "H", "H", "H", "H", "H", "H", "H", "H", "H", "H", "H", "H", "H", "H", "H", "H", "H", "H", "H", "H"],
  "xyz": [[-3.689, -2.823, 0.255], [-3.360, -1.570, 1.058], [-4.195, -0.361, 0.636], [-3.741, 0.300, -0.669], [-2.470, 0.995, -0.515], [-1.251, 0.428, -0.805], [-1.179, -0.839, -1.321], [-0.082, 1.090, -0.533], [1.161, 0.472, -0.847], [1.672, -0.402, 0.214], [3.084, -0.886, -0.120], [4.202, -0.049, 0.515], [5.555, -0.687, 0.202], [4.191, 1.403, 0.044], [-0.090, 2.414, 0.017], [0.892, 3.090, 0.267], [-1.375, 2.911, 0.233], [-2.562, 2.270, 0.026], [-3.629, 2.783, 0.285], [-4.734, -3.095, 0.389], [-3.510, -2.677, -0.807], [-3.074, -3.656, 0.587], [-3.557, -1.774, 2.112], [-2.298, -1.338, 0.962], [-4.162, 0.402, 1.416], [-5.237, -0.664, 0.517], [-4.474, 1.064, -0.942], [-3.678, -0.425, -1.479], [-0.259, -1.022, -1.702], [-1.948, -1.174, -1.877], [1.838, 1.217, -0.993], [0.987, -1.253, 0.289], [1.677, 0.105, 1.190], [3.202, -0.890, -1.206], [3.194, -1.916, 0.228], [4.059, -0.061, 1.602], [5.590, -1.716, 0.556], [6.358, -0.133, 0.682], [5.734, -0.688, -0.871], [4.269, 1.452, -1.041], [3.291, 1.924, 0.361], [5.041, 1.936, 0.466], [-1.443, 3.845, 0.621]],
  "forces_ev_per_angstrom": [[0.1, 0.2, 0.2], [-0.2, 0.0, -0.1], [0.2, 0.0, 0.0], [-0.5, -0.1, 0.2], [0.0, -0.1, -0.1], [0.8, 0.3, 0.1], [-0.3, 0.1, 0.0], [0.0, -0.2, -0.1], [-0.1, 0.3, -0.1], [0.1, -0.2, 0.0], [-0.1, 0.1, 0.4], [0.1, -0.1, -0.3], [-0.2, 0.1, 0.2], [-0.1, -0.2, 0.3], [-0.3, -0.3, -0.1], [0.1, 0.1, 0.0], [0.2, 0.4, 0.2], [0.1, 0.1, -0.1], [-0.3, 0.1, 0.1], [-0.1, -0.1, 0.0], [0.0, 0.0, -0.2], [0.0, -0.1, -0.1], [0.1, 0.0, 0.0], [0.0, 0.0, 0.1], [-0.1, 0.0, 0.0], [-0.1, 0.0, 0.0], [0.2, -0.2, -0.1], [0.0, 0.1, 0.0], [0.0, 0.0, -0.1], [0.0, 0.0, 0.0], [-0.1, -0.1, -0.1], [0.1, 0.1, 0.1], [-0.1, 0.0, 0.0], [0.0, -0.1, -0.1], [0.0, 0.0, -0.1], [0.0, 0.0, 0.0], [0.1, -0.1, 0.0], [0.1, 0.0, 0.0], [0.1, 0.0, -0.1], [0.0, 0.0, -0.2], [-0.1, 0.1, 0.0], [0.1, 0.1, 0.0], [0.0, -0.2, -0.1]]
}